# C56H91FN3O23P2

9 unconnected molecules or ions with the total composition C56H91FN3O23P2 in a non-equilibrium geometry (wB97M-V/def2-TZVPD, OMol25).

E_LUMO = 1.37 eV
Max |F| = 0.036 hartree/bohr
Orbital gap = 5.817 eV
Charge = -1

Bonds (Å) are listed after each position.
Element x y z (Å)
1 C 1.72 -5.18 -0.54  C2 1.535, H38 1.092, H39 1.091, H40 1.087
2 C 2.76 -4.29 0.14  C1 1.535, C3 1.539, H41 1.092, H42 1.089
3 C 2.48 -2.81 -0.17  C2 1.539, C4 1.552, H43 1.095, H44 1.092
4 C 3.08 -2.31 -1.51  C3 1.552, C5 1.539, H45 1.088, H46 1.100
5 C 4.13 -1.18 -1.39  C4 1.539, P6 1.908, H47 1.096, H48 1.093
6 P 3.58 0.57 -1.91  C5 1.908, O7 1.756, N8 1.801, O13 1.780, O37 1.712, H49 1.437
7 O 2.04 0.20 -1.16  P6 1.756, H50 0.961
8 N 5.25 0.97 -2.46  P6 1.801, C9 1.434, H51 1.009
9 C 6.22 1.30 -1.46  N8 1.434, C10 1.539, H52 1.101, H53 1.098
10 C 6.30 2.81 -1.15  C9 1.539, C11 1.540, H54 1.093, H55 1.092
11 C 7.30 3.05 0.00  C10 1.540, C12 1.534, H56 1.097, H57 1.092
12 C 6.69 2.78 1.39  C11 1.534, H58 1.091, H59 1.091, H60 1.092
13 O 2.91 2.12 -2.46  P6 1.780, C14 1.405
14 C 2.14 2.08 -3.63  O13 1.405, C15 1.551, C23 1.539, C29 1.552
15 C 2.29 3.40 -4.44  C14 1.551, O16 1.424, H61 1.087, H62 1.089
16 O 1.22 4.34 -4.38  C15 1.424, C17 1.353
17 C 0.16 4.17 -5.19  O16 1.353, C18 1.386, C22 1.401
18 C 0.06 3.26 -6.24  C17 1.386, C19 1.394, H63 1.081
19 C -1.11 3.18 -7.00  C18 1.394, C20 1.387, H64 1.084
20 C -2.21 3.97 -6.72  C19 1.387, C21 1.392, H65 1.081
21 C -2.10 4.89 -5.68  C20 1.392, C22 1.381, H66 1.079
22 C -0.95 4.99 -4.93  C17 1.401, C21 1.381, H67 1.083
23 C 0.72 1.79 -3.11  C14 1.539, O24 1.200, N25 1.428
24 O 0.14 0.75 -3.23  C23 1.200
25 N 0.10 2.83 -2.36  C23 1.428, C26 1.403, H68 1.011
26 C 0.76 3.35 -1.24  N25 1.403, O27 1.190, F28 1.338
27 O 0.61 3.02 -0.11  C26 1.190
28 F 1.56 4.37 -1.55  C26 1.338
29 C 2.76 0.90 -4.43  C14 1.552, C30 1.564, P34 1.888, O37 1.412
30 C 1.80 0.18 -5.44  C29 1.564, C31 1.531, H69 1.093, H70 1.090
31 C 1.50 -1.28 -5.10  C30 1.531, C32 1.542, H71 1.092, H72 1.085
32 C 0.62 -1.88 -6.22  C31 1.542, N33 1.474, H73 1.093, H74 1.093
33 N 1.40 -2.28 -7.40  C32 1.474, H75 1.010, H76 1.013
34 P 4.32 1.19 -5.46  C29 1.888, C35 1.855, O36 1.698
35 C 5.22 2.69 -4.84  P34 1.855, H77 1.097, H78 1.090, H79 1.085
36 O 3.71 1.83 -6.91  P34 1.698, H80 0.963
37 O 3.12 -0.04 -3.45  P6 1.712, C29 1.412
38 H 1.84 -5.10 -1.63  C1 1.092
39 H 0.73 -4.82 -0.26  C1 1.091
40 H 1.85 -6.21 -0.22  C1 1.087
41 H 3.78 -4.51 -0.18  C2 1.092
42 H 2.70 -4.40 1.22  C2 1.089
43 H 1.40 -2.65 -0.21  C3 1.095
44 H 2.84 -2.16 0.63  C3 1.092
45 H 2.27 -2.06 -2.19  C4 1.088
46 H 3.59 -3.18 -1.96  C4 1.100
47 H 4.37 -1.08 -0.32  C5 1.096
48 H 5.05 -1.50 -1.88  C5 1.093
49 H 3.91 1.26 -0.70  P6 1.437
50 H 1.84 0.89 -0.52  O7 0.961
51 H 5.60 0.38 -3.20  N8 1.009
52 H 6.08 0.77 -0.51  C9 1.101
53 H 7.21 1.02 -1.82  C9 1.098
54 H 6.68 3.32 -2.04  C10 1.093
55 H 5.32 3.19 -0.86  C10 1.092
56 H 8.12 2.34 -0.13  C11 1.097
57 H 7.75 4.04 -0.05  C11 1.092
58 H 5.91 2.02 1.34  C12 1.091
59 H 6.25 3.68 1.83  C12 1.091
60 H 7.46 2.40 2.07  C12 1.092
61 H 3.14 3.91 -4.02  C15 1.087
62 H 2.53 3.20 -5.49  C15 1.089
63 H 0.89 2.61 -6.49  C18 1.081
64 H -1.13 2.46 -7.80  C19 1.084
65 H -3.10 3.85 -7.32  C20 1.081
66 H -2.93 5.52 -5.41  C21 1.079
67 H -0.88 5.69 -4.11  C22 1.083
68 H -0.86 2.57 -2.15  N25 1.011
69 H 2.19 0.19 -6.46  C30 1.093
70 H 0.84 0.69 -5.44  C30 1.090
71 H 2.42 -1.87 -5.10  C31 1.092
72 H 0.98 -1.36 -4.15  C31 1.085
73 H 0.11 -2.76 -5.82  C32 1.093
74 H -0.12 -1.13 -6.52  C32 1.093
75 H 1.20 -1.71 -8.21  N33 1.010
76 H 2.40 -2.19 -7.23  N33 1.013
77 H 5.09 3.54 -5.51  C35 1.097
78 H 6.29 2.44 -4.81  C35 1.090
79 H 4.93 2.95 -3.83  C35 1.085
80 H 4.38 2.43 -7.26  O36 0.963
81 O -5.26 3.84 -5.21  C82 1.193
82 C -5.77 4.68 -5.88  O81 1.193, O83 1.359, C86 1.519
83 O -5.19 5.88 -6.15  C82 1.359, C84 1.440
84 C -6.10 6.72 -6.88  O83 1.440, C85 1.522, H87 1.092, H88 1.085
85 C -7.08 5.76 -7.55  C84 1.522, C86 1.526, H89 1.088, H90 1.091
86 C -7.14 4.62 -6.54  C82 1.519, C85 1.526, H91 1.091, H92 1.086
87 H -6.60 7.39 -6.18  C84 1.092
88 H -5.54 7.30 -7.60  C84 1.085
89 H -8.04 6.22 -7.77  C85 1.088
90 H -6.66 5.39 -8.49  C85 1.091
91 H -7.90 4.79 -5.77  C86 1.091
92 H -7.30 3.64 -6.99  C86 1.086
93 O 5.21 -4.44 2.85  C94 1.199
94 C 4.47 -3.85 3.58  O93 1.199, O95 1.350, C98 1.519
95 O 3.30 -3.31 3.17  C94 1.350, C96 1.438
96 C 2.68 -2.58 4.25  O95 1.438, C97 1.520, H99 1.094, H100 1.087
97 C 3.27 -3.17 5.51  C96 1.520, C98 1.525, H101 1.090, H102 1.089
98 C 4.68 -3.57 5.06  C94 1.519, C97 1.525, H103 1.092, H104 1.087
99 H 2.92 -1.52 4.12  C96 1.094
100 H 1.60 -2.72 4.19  C96 1.087
101 H 3.26 -2.49 6.36  C97 1.090
102 H 2.71 -4.06 5.80  C97 1.089
103 H 5.40 -2.75 5.17  C98 1.092
104 H 5.05 -4.45 5.57  C98 1.087
105 O 0.34 -8.01 0.48  C106 1.194
106 C -0.64 -7.96 -0.21  O105 1.194, O107 1.358, C110 1.520
107 O -0.69 -7.32 -1.40  C106 1.358, C108 1.436
108 C -2.03 -7.35 -1.92  O107 1.436, C109 1.523, H111 1.092, H112 1.087
109 C -2.71 -8.53 -1.24  C108 1.523, C110 1.524, H113 1.088, H114 1.091
110 C -2.00 -8.55 0.11  C106 1.520, C109 1.524, H115 1.091, H116 1.086
111 H -2.51 -6.40 -1.67  C108 1.092
112 H -1.98 -7.45 -3.00  C108 1.087
113 H -3.79 -8.43 -1.18  C109 1.088
114 H -2.48 -9.45 -1.79  C109 1.091
115 H -2.49 -7.91 0.84  C110 1.091
116 H -1.89 -9.55 0.53  C110 1.086
117 O 0.33 -3.65 6.62  C118 1.197
118 C 0.33 -2.71 7.37  O117 1.197, O119 1.350, C122 1.519
119 O 0.28 -2.84 8.71  C118 1.350, C120 1.445
120 C 0.18 -1.55 9.34  O119 1.445, C121 1.524, H123 1.091, H124 1.088
121 C 0.75 -0.57 8.32  C120 1.524, C122 1.526, H125 1.088, H126 1.092
122 C 0.35 -1.24 7.00  C118 1.519, C121 1.526, H127 1.091, H128 1.087
123 H -0.87 -1.34 9.55  C120 1.091
124 H 0.75 -1.56 10.27  C120 1.088
125 H 0.36 0.44 8.43  C121 1.088
126 H 1.84 -0.52 8.39  C121 1.092
127 H -0.65 -0.95 6.68  C122 1.091
128 H 1.06 -1.06 6.20  C122 1.087
129 O -2.82 -0.95 10.22  C130 1.199
130 C -3.66 -0.86 9.37  O129 1.199, O131 1.354, C134 1.513
131 O -3.42 -0.23 8.20  C130 1.354, C132 1.439
132 C -4.63 -0.18 7.41  O131 1.439, C133 1.523, H135 1.092, H136 1.087
133 C -5.50 -1.31 7.94  C132 1.523, C134 1.528, H137 1.088, H138 1.091
134 C -5.09 -1.35 9.42  C130 1.513, C133 1.528, H139 1.088, H140 1.085
135 H -5.08 0.80 7.55  C132 1.092
136 H -4.36 -0.30 6.36  C132 1.087
137 H -6.56 -1.14 7.78  C133 1.088
138 H -5.23 -2.25 7.46  C133 1.091
139 H -5.68 -0.67 10.03  C134 1.088
140 H -5.14 -2.35 9.84  C134 1.085
141 O -7.36 -1.45 11.66  C142 1.196
142 C -7.49 -0.52 12.40  O141 1.196, O143 1.353, C146 1.519
143 O -7.78 -0.68 13.71  C142 1.353, C144 1.437
144 C -7.97 0.61 14.33  O143 1.437, C145 1.524, H147 1.092, H148 1.087
145 C -7.23 1.60 13.45  C144 1.524, C146 1.527, H149 1.088, H150 1.091
146 C -7.38 0.95 12.07  C142 1.519, C145 1.527, H151 1.091, H152 1.087
147 H -9.04 0.81 14.38  C144 1.092
148 H -7.58 0.56 15.35  C144 1.087
149 H -7.62 2.61 13.51  C145 1.088
150 H -6.17 1.62 13.72  C145 1.091
151 H -8.30 1.26 11.57  C146 1.091
152 H -6.53 1.14 11.41  C146 1.087
153 O -6.75 9.70 -9.56  C154 1.196
154 C -5.64 9.60 -9.99  O153 1.196, O155 1.354, C158 1.517
155 O -4.76 8.69 -9.52  C154 1.354, C156 1.439
156 C -3.47 8.87 -10.15  O155 1.439, C157 1.524, H159 1.091, H160 1.087
157 C -3.76 9.60 -11.45  C156 1.524, C158 1.528, H161 1.088, H162 1.091
158 C -4.99 10.44 -11.08  C154 1.517, C157 1.528, H163 1.091, H164 1.086
159 H -2.84 9.45 -9.48  C156 1.091
160 H -3.02 7.89 -10.30  C156 1.087
161 H -2.92 10.18 -11.82  C157 1.088
162 H -4.04 8.88 -12.23  C157 1.091
163 H -4.71 11.40 -10.64  C158 1.091
164 H -5.67 10.59 -11.90  C158 1.086
165 O 3.39 -6.45 6.67  C166 1.198
166 C 3.25 -7.14 5.71  O165 1.198, O167 1.353, C170 1.518
167 O 2.15 -7.91 5.52  C166 1.353, C168 1.439
168 C 2.29 -8.70 4.33  O167 1.439, C169 1.522, H171 1.093, H172 1.087
169 C 3.32 -7.97 3.48  C168 1.522, C170 1.527, H173 1.088, H174 1.091
170 C 4.21 -7.33 4.55  C166 1.518, C169 1.527, H175 1.092, H176 1.085
171 H 2.62 -9.70 4.62  C168 1.093
172 H 1.32 -8.78 3.85  C168 1.087
173 H 3.85 -8.62 2.79  C169 1.088
174 H 2.83 -7.19 2.89  C169 1.091
175 H 5.01 -8.00 4.87  C170 1.092
176 H 4.62 -6.38 4.22  C170 1.085